Entry 1:
The following is a DFT calculation (ωB97M-V/def2-TZVPD) of 9 unconnected molecules or ions with the total composition C11H40N12O9.

Geometry as XYZ:
```
72
Properties=species:S:1:pos:R:3
C -0.967 -2.904 -1.359
C 0.450 -3.403 -1.074
O 1.189 -3.060 -2.162
H -1.412 -3.510 -2.165
H -1.058 -1.842 -1.623
H -1.553 -2.943 -0.483
H 0.492 -4.413 -0.854
H 1.022 -2.897 -0.253
H 2.044 -3.468 -2.017
C -1.718 -1.678 3.258
C -2.227 -2.778 2.332
O -1.058 -3.335 1.770
H -1.050 -2.048 4.036
H -2.620 -1.162 3.654
H -1.215 -0.877 2.647
H -2.908 -2.427 1.562
H -2.623 -3.579 2.920
H -0.846 -4.197 2.173
C 3.307 0.611 -0.762
O 3.451 1.388 -1.839
N 3.355 1.099 0.487
N 3.166 -0.655 -0.959
H 3.170 2.151 0.517
H 3.269 0.543 1.335
H 3.067 -0.873 -1.972
H 2.828 -1.449 -0.316
C -2.499 4.013 -0.513
O -3.756 4.616 -0.533
N -1.875 3.808 0.617
N -1.748 3.655 -1.557
H -2.356 4.327 1.351
H -0.875 3.710 0.792
H -2.012 4.014 -2.529
H -0.777 3.164 -1.622
C -0.032 0.252 -3.919
O -0.170 1.659 -4.194
N 0.512 -0.247 -2.852
N -0.203 -0.640 -4.831
H 0.522 0.432 -2.080
H 0.606 -1.230 -2.501
H -0.567 -0.274 -5.748
H -0.038 -1.658 -4.764
C -3.268 0.620 0.125
O -3.926 -0.505 0.339
N -3.218 1.526 1.054
N -2.729 0.967 -1.029
H -3.645 1.267 1.975
H -2.602 2.370 1.040
H -2.663 0.304 -1.810
H -2.440 1.949 -1.145
C 1.589 3.719 1.261
O 1.991 4.463 2.385
N 2.326 3.664 0.149
N 0.543 3.005 1.230
H 3.222 4.153 0.280
H 2.062 3.442 -0.856
H 0.113 2.866 2.197
H 0.486 2.170 0.557
C 2.573 -1.963 2.184
O 3.432 -0.978 2.455
N 1.438 -2.144 2.778
N 2.861 -2.886 1.373
H 1.160 -1.384 3.441
H 0.619 -2.604 2.349
H 3.842 -2.784 0.939
H 2.469 -3.858 1.440
C 0.147 -0.028 0.396
O -0.136 1.000 -0.471
H -0.768 -0.568 0.466
H 0.360 0.296 1.465
H 0.919 -0.770 0.167
H -1.047 0.800 -0.699
```

Its LUMO energy is -0.5698 eV. The value obtained for the molar mass is 484.516 g/mol. As for the HOMO energy: -9.15 eV. The value obtained for the energy above the lowest of the compared OMol25 structures with the same formula, charge and spin is 8.111 eV. The SMILES is NC(N)=O.NC(N)=O.NC(N)=O.NC(N)=O.NC(N)=O.NC(N)=O.CCO.CCO.CO. The HOMO-LUMO gap comes out at 8.583 eV.

Results of the Löwdin charge analysis, in e, for atoms 1 through 4: atom 1 (C): -0.042, atom 2 (C): -0.340, atom 3 (O): -0.084, atom 4 (H): 0.100

***

Entry 2:
The following is a DFT calculation (ωB97M-V/def2-TZVPD) of 8 unconnected molecules or ions with the total composition C36H63FN8O10.

Geometry as XYZ:
```
118
Properties=species:S:1:pos:R:3
C -0.122 3.916 -2.751
C -1.062 2.730 -2.953
C -0.328 1.473 -3.447
N -0.735 0.266 -2.732
C -0.383 0.296 -1.346
C 0.891 0.373 -0.946
C 1.269 0.409 0.473
O 2.395 0.201 0.861
C 0.175 0.683 1.444
C 0.523 1.040 2.748
C -0.480 1.273 3.689
C -0.194 1.690 5.119
C 1.182 1.398 5.603
O 1.470 0.641 6.452
F 2.136 2.122 5.022
C -1.808 1.120 3.291
C -2.158 0.774 1.991
C -1.150 0.564 1.054
C -1.488 0.209 -0.350
O -2.604 -0.116 -0.664
H 0.343 3.898 -1.767
H -0.699 4.836 -2.808
H 0.653 3.942 -3.511
H -1.808 2.996 -3.696
H -1.594 2.527 -2.025
H 0.747 1.676 -3.419
H -0.584 1.326 -4.489
H -0.311 -0.552 -3.150
H 1.701 0.407 -1.660
H 1.574 1.114 2.974
H -0.905 1.238 5.797
H -0.338 2.771 5.171
H -2.607 1.268 4.006
H -3.194 0.660 1.717
C 0.280 2.487 -6.886
O 1.307 2.255 -6.271
N -0.046 3.672 -7.423
C -1.291 3.882 -8.145
C 0.880 4.782 -7.276
H -0.488 1.711 -7.053
H -1.079 4.194 -9.168
H -1.879 4.658 -7.651
H -1.872 2.962 -8.168
H 1.841 4.529 -7.726
H 1.045 4.994 -6.219
H 0.471 5.662 -7.765
C 2.059 -3.014 4.511
O 0.941 -2.793 4.069
N 3.201 -2.810 3.834
C 4.495 -3.103 4.415
C 3.119 -2.271 2.486
H 2.224 -3.409 5.527
H 5.102 -2.196 4.460
H 5.019 -3.848 3.811
H 4.368 -3.494 5.423
H 2.623 -1.307 2.512
H 2.534 -2.942 1.854
H 4.115 -2.153 2.068
C -2.275 4.817 -12.323
O -1.703 5.269 -11.347
N -2.997 3.682 -12.326
C -3.648 3.187 -13.519
C -3.117 2.937 -11.081
H -2.241 5.314 -13.307
H -4.726 3.123 -13.359
H -3.269 2.194 -13.772
H -3.458 3.858 -14.354
H -3.580 3.566 -10.323
H -2.120 2.654 -10.738
H -3.718 2.050 -11.230
C -6.632 1.588 -11.210
O -6.011 2.077 -10.285
N -7.351 0.455 -11.134
C -8.072 -0.082 -12.272
C -7.403 -0.250 -9.863
H -6.656 2.048 -12.214
H -9.139 -0.140 -12.047
H -7.707 -1.082 -12.511
H -7.931 0.560 -13.139
H -7.822 0.399 -9.093
H -6.398 -0.537 -9.553
H -8.020 -1.138 -9.965
C 0.346 -7.733 6.358
O 0.506 -8.580 7.219
N -0.091 -6.485 6.586
C -0.247 -5.490 5.542
C -0.394 -6.082 7.943
H 0.560 -7.928 5.293
H 0.391 -4.639 5.768
H -1.283 -5.150 5.487
H 0.040 -5.898 4.575
H 0.506 -6.186 8.548
H -1.172 -6.711 8.379
H -0.720 -5.046 7.944
C 3.018 -4.706 8.533
O 2.799 -4.248 7.424
N 3.818 -4.136 9.447
C 4.041 -4.712 10.759
C 4.475 -2.889 9.087
H 2.566 -5.651 8.875
H 3.719 -4.015 11.535
H 5.101 -4.930 10.898
H 3.475 -5.636 10.860
H 3.725 -2.141 8.833
H 5.109 -3.047 8.214
H 5.083 -2.536 9.916
C 4.593 0.180 10.518
O 5.599 0.075 11.195
N 4.283 1.240 9.751
C 3.066 1.292 8.961
C 5.202 2.365 9.717
H 3.830 -0.611 10.480
H 3.306 1.399 7.902
H 2.453 2.140 9.272
H 2.493 0.377 9.096
H 6.179 2.040 9.359
H 5.329 2.776 10.719
H 4.811 3.133 9.055
```

Its LUMO energy is -1.0211 eV. The value obtained for the molar mass is 786.944 g/mol. As for the HOMO energy: -8.74 eV. The value obtained for the energy above the lowest of the compared OMol25 structures with the same formula, charge and spin is 0.090 eV. The SMILES is CCCNC1=CC(=O)c2cc(CC(=O)F)ccc2C1=O.CN(C)C=O.CN(C)C=O.CN(C)C=O.CN(C)C=O.CN(C)C=O.CN(C)C=O.CN(C)C=O. The HOMO-LUMO gap comes out at 7.722 eV.

Results of the Löwdin charge analysis, in e, for atoms 1 through 4: atom 1 (C): -0.101, atom 2 (C): -0.219, atom 3 (C): -0.222, atom 4 (N): 0.009

***

Entry 3:
The following is a DFT calculation (ωB97M-V/def2-TZVPD) of a molecular structure, C10H23BClHoLaO2.

Geometry as XYZ:
```
39
Properties=species:S:1:pos:R:3
La -0.366 0.295 0.260
Cl 1.756 0.865 -1.437
C 1.121 0.452 1.935
H 0.637 0.248 2.912
H 1.539 1.480 1.864
H 1.932 -0.267 1.740
Ho 0.264 2.836 -2.126
C 2.032 4.276 -2.099
C -0.718 2.770 -4.271
C -1.079 2.526 -0.189
H -1.510 2.027 -4.445
H -1.030 3.674 -4.812
H 0.196 2.413 -4.796
H 2.603 4.300 -1.167
H 2.639 3.703 -2.848
H 1.964 5.296 -2.484
H -0.936 3.372 0.572
H -2.185 2.744 -0.388
C -0.302 -5.888 0.786
C -0.872 -4.509 1.077
C -2.376 -4.729 1.337
O -0.792 -3.685 -0.072
B -0.496 -2.439 0.389
O -0.522 -2.321 1.793
C -0.165 -3.682 2.163
C -0.605 -3.973 3.556
C 1.389 -3.729 2.118
H -0.885 -6.332 -0.039
H -0.381 -6.594 1.647
H 0.764 -5.834 0.508
H -2.835 -5.155 0.443
H -2.522 -5.451 2.143
H -2.920 -3.827 1.592
H -0.338 -5.005 3.791
H -0.051 -3.313 4.218
H -1.677 -3.849 3.683
H 1.796 -3.553 1.102
H 1.742 -2.915 2.781
H 1.726 -4.711 2.497
```

Its LUMO energy (spin up / spin down) is 2.4520 / 2.4535 eV. The charge is -1. The value obtained for the molar mass is 525.393 g/mol. As for the HOMO energy (spin up / spin down): -3.11 / -3.10 eV. The value obtained for the energy above the lowest of the compared OMol25 structures with the same formula, charge and spin is 0.031 eV. The expectation value of S² is 6.005. The HOMO-LUMO gap (spin up / spin down) comes out at 5.561 / 5.555 eV. The spin multiplicity is 5.

Results of the Löwdin charge analysis, in e, for atoms 1 through 4: atom 1 (La): 1.346, atom 2 (Cl): -0.105, atom 3 (C): -0.444, atom 4 (H): -0.021

***

Entry 4:
The following is a DFT calculation (ωB97M-V/def2-TZVPD) of a molecular structure, C24H24BN12O3PtS.

Geometry as XYZ:
```
66
Properties=species:S:1:pos:R:3
Pt 0.313 0.249 -0.222
C -2.252 2.175 2.591
C -1.780 0.987 2.057
N -0.633 1.194 1.404
N -0.347 2.529 1.502
C -1.322 3.121 2.201
B 0.930 3.169 0.794
N 0.581 3.192 -0.730
C 0.490 4.170 -1.643
C -0.227 3.690 -2.726
C -0.560 2.384 -2.392
N -0.076 2.102 -1.179
N 2.068 2.175 1.070
C 3.222 2.353 1.735
C 3.795 1.117 1.954
C 2.921 0.198 1.389
N 1.889 0.862 0.865
N 1.289 4.511 1.334
C 1.240 4.996 2.608
C 1.972 6.149 2.645
C 2.469 6.292 1.334
N 2.073 5.305 0.552
H -3.133 2.330 3.188
H -2.210 0.003 2.126
H -1.286 4.179 2.400
H 0.916 5.137 -1.433
H -0.504 4.231 -3.614
H -1.131 1.661 -2.949
H 3.537 3.346 2.014
H 4.727 0.905 2.446
H 2.991 -0.872 1.320
H 0.714 4.484 3.396
H 2.137 6.791 3.492
H 3.096 7.074 0.936
N 3.271 4.128 -6.261
C 3.163 3.130 -5.382
C 3.541 3.326 -4.027
C 3.454 2.293 -3.135
C 2.989 1.042 -3.571
C 2.590 0.832 -4.901
C 2.672 1.862 -5.795
S 2.949 -0.277 -2.447
O 3.066 -1.519 -3.125
O 3.732 0.056 -1.309
N 1.318 -0.196 -1.899
C 0.267 -0.707 -2.593
N 0.225 -1.129 -3.843
C -0.933 -1.653 -4.229
C -2.054 -1.755 -3.401
C -1.957 -1.225 -2.136
N -0.807 -0.662 -1.752
H 3.666 5.018 -5.994
H 3.053 3.989 -7.237
H 3.919 4.288 -3.706
H 3.761 2.434 -2.107
H 2.243 -0.144 -5.213
H 2.388 1.707 -6.829
H -0.979 -2.014 -5.250
H -2.971 -2.205 -3.750
H -2.785 -1.217 -1.440
C -1.182 -2.224 1.083
C 0.172 -1.701 0.715
O 1.218 -2.228 0.834
H -1.218 -2.263 2.174
H -1.251 -3.244 0.706
H -1.985 -1.602 0.703
```

Its LUMO energy (spin up / spin down) is -5.8496 / -9.3666 eV. The charge is +2. The value obtained for the molar mass is 766.494 g/mol. As for the HOMO energy (spin up / spin down): -13.94 / -13.94 eV. The value obtained for the energy above the lowest of the compared OMol25 structures with the same formula, charge and spin is 1.256 eV. The expectation value of S² is 0.785. The HOMO-LUMO gap (spin up / spin down) comes out at 8.089 / 4.572 eV. The spin multiplicity is 2.

Results of the natural (NBO) charge analysis, in e, for atoms 1 through 4: atom 1 (Pt): 1.269, atom 2 (C): -0.312, atom 3 (C): 0.008, atom 4 (N): -0.314

***

Entry 5:
The following is a DFT calculation (ωB97M-V/def2-TZVPD) of 5 unconnected molecules or ions with the total composition C30H54Br2IO4.

Geometry as XYZ:
```
91
Properties=species:S:1:pos:R:3
C -1.254 -3.824 2.340
C -1.327 -2.957 1.098
C -0.045 -2.712 0.324
C -2.484 -2.394 0.714
C -3.494 -1.814 1.681
C -4.352 -0.710 1.035
C -5.867 -0.981 0.956
C -6.464 -1.372 2.303
C -6.133 -2.004 -0.164
C -7.401 -2.845 -0.054
C -8.779 -2.183 -0.169
I -8.730 -0.169 -1.073
C -9.674 -2.919 -1.010
Br -9.117 -3.428 -2.902
C -10.887 -3.309 -0.604
C -11.488 -3.020 0.740
Br -12.098 -4.299 -1.717
H -2.142 -4.448 2.412
H -1.146 -3.266 3.278
H -0.376 -4.464 2.251
H -0.154 -3.056 -0.710
H 0.772 -3.263 0.793
H 0.180 -1.648 0.337
H -2.737 -2.378 -0.345
H -2.957 -1.418 2.543
H -4.140 -2.616 2.061
H -4.178 0.243 1.542
H -4.009 -0.564 0.006
H -6.313 -0.022 0.686
H -6.206 -0.612 3.049
H -6.091 -2.326 2.683
H -7.551 -1.438 2.245
H -5.293 -2.713 -0.148
H -6.063 -1.506 -1.134
H -7.310 -3.655 -0.791
H -7.365 -3.342 0.924
H -10.902 -2.266 1.254
H -12.528 -2.711 0.613
H -11.514 -3.938 1.336
C -0.027 1.096 -3.249
C -1.502 0.789 -3.500
C -1.846 -0.071 -2.290
O -1.013 0.387 -1.225
C 0.003 1.252 -1.733
H 0.334 1.983 -3.770
H 0.589 0.246 -3.554
H -2.085 1.712 -3.485
H -1.693 0.281 -4.445
H -1.625 -1.128 -2.480
H -2.890 0.012 -1.989
H -0.230 2.280 -1.434
H 0.961 0.982 -1.294
C 3.166 4.290 1.458
C 3.893 2.970 1.713
C 2.948 1.968 1.066
O 2.323 2.654 -0.025
C 2.583 4.052 0.069
H 3.812 5.166 1.498
H 2.365 4.422 2.187
H 4.857 2.966 1.197
H 4.070 2.761 2.768
H 2.171 1.644 1.767
H 3.461 1.087 0.685
H 3.301 4.331 -0.711
H 1.655 4.601 -0.104
C 6.616 -0.934 -2.117
C 5.526 -0.097 -2.784
C 4.414 -0.146 -1.744
O 5.062 -0.250 -0.473
C 6.448 -0.544 -0.654
H 7.618 -0.733 -2.493
H 6.408 -1.998 -2.252
H 5.874 0.930 -2.914
H 5.211 -0.476 -3.755
H 3.775 -1.025 -1.885
H 3.781 0.743 -1.751
H 7.030 0.353 -0.417
H 6.740 -1.338 0.034
C 8.681 4.499 0.905
C 8.719 3.760 2.241
C 8.319 2.351 1.823
O 8.799 2.178 0.489
C 9.207 3.435 -0.050
H 9.276 5.411 0.889
H 7.650 4.759 0.652
H 9.736 3.762 2.642
H 8.055 4.179 2.996
H 7.230 2.232 1.823
H 8.750 1.576 2.459
H 10.301 3.456 -0.103
H 8.810 3.535 -1.061
```

Its LUMO energy is 1.6298 eV. The charge is -1. The value obtained for the molar mass is 765.470 g/mol. As for the HOMO energy: -3.02 eV. The HOMO-LUMO gap comes out at 4.650 eV.

Results of the Löwdin charge analysis, in e, for atoms 1 through 4: atom 1 (C): -0.069, atom 2 (C): -0.343, atom 3 (C): -0.063, atom 4 (C): -0.088

***

Entry 6:
The following is a DFT calculation (ωB97M-V/def2-TZVPD) of 2 unconnected molecules or ions with the total composition C4H9NO.

Geometry as XYZ:
```
15
Properties=species:S:1:pos:R:3
C -1.268 -0.490 0.439
N -0.173 0.336 -0.019
C -0.698 1.598 -0.524
C 1.467 -0.756 -0.689
C 1.674 -0.930 0.753
O 1.656 0.020 1.502
H -2.006 -0.738 -0.338
H -1.819 0.054 1.232
H -0.877 -1.410 0.880
H -1.198 2.099 0.336
H 0.103 2.270 -0.840
H -1.469 1.522 -1.306
H 1.939 0.086 -1.178
H 1.590 -1.699 -1.274
H 1.635 -1.968 1.146
```

Its LUMO energy (spin up / spin down) is -0.4806 / -0.3654 eV. The value obtained for the molar mass is 87.122 g/mol. As for the HOMO energy (spin up / spin down): -8.39 / -8.08 eV. The value obtained for the energy above the lowest of the compared OMol25 structures with the same formula, charge and spin is 5.262 eV. The HOMO-LUMO gap (spin up / spin down) comes out at 7.913 / 7.716 eV.

Results of the natural (NBO) charge analysis, in e, for atoms 1 through 4: atom 1 (C): -0.445, atom 2 (N): -0.351, atom 3 (C): -0.442, atom 4 (C): -0.308